No. 1
C18H8Br2N3ORhS2 | ωB97M-V with the def2-TZVPD basis set

```
35
C18H8Br2N3ORhS2, DFT ωB97M-V with the def2-TZVPD basis set
Rh 0.4665 -0.1683 0.2299
S -0.0988 -1.1277 2.1785
C 1.2414 -0.7940 3.2366
C 1.3511 -1.4012 4.4873
C 2.4421 -1.1373 5.2964
C 2.5468 -1.7853 6.5716
N 2.6331 -2.3094 7.5899
C 3.4475 -0.2519 4.8560
C 3.3376 0.3575 3.6189
C 2.2292 0.0990 2.8137
S 2.0293 0.9339 1.2974
C 4.5946 0.0169 5.6740
N 5.5180 0.2274 6.3235
H 0.5858 -2.0871 4.8254
H 4.1127 1.0340 3.2836
C 2.0959 -3.0988 0.5928
C 2.3618 -2.3401 -0.6650
C 3.3403 -2.8379 -1.5541
C 3.6576 -2.1797 -2.7042
C 2.9881 -0.9813 -3.0257
C 3.2109 -0.1982 -4.1828
Br 4.4999 -0.7367 -5.4582
C 2.5037 0.9528 -4.3884
C 1.5443 1.3840 -3.4602
Br 0.5927 2.9705 -3.7827
C 1.2801 0.6640 -2.3093
O 0.4030 1.0031 -1.4067
C 2.0224 -0.5308 -2.1119
N 1.7221 -1.2165 -0.9520
H 2.4578 -4.1192 0.4847
H 1.0418 -3.1093 0.8499
H 2.6309 -2.6353 1.4262
H 3.8369 -3.7609 -1.2917
H 4.4149 -2.5657 -3.3725
H 2.6798 1.5488 -5.2728
```

ΔE to the lowest compared entry with this formula, charge and spin	0.0	kcal/mol
HOMO-LUMO gap	6.46	eV
E_LUMO	-2.006	eV
total charge	0

No. 2
C6H4IrO6S2Se2Te2 | ωB97M-V with the def2-TZVPD basis set

```
23
C6H4IrO6S2Se2Te2, DFT ωB97M-V with the def2-TZVPD basis set
Ir -1.7217 -1.6867 -0.5784
O 1.6850 -1.9407 1.6998
S 0.6527 -1.3766 0.8977
O -0.7147 -1.4151 1.4770
O 0.4885 -1.9618 -0.4704
C 1.1024 0.3325 0.5887
C 2.2295 0.7483 1.2783
C 2.7537 2.0235 1.1008
C 2.1558 2.8915 0.2154
C 1.0211 2.4915 -0.4810
C 0.4808 1.2272 -0.3096
S -1.0410 0.9664 -1.2211
O -0.8855 -0.2200 -2.1060
O -1.3555 2.1903 -1.8757
O -2.0128 0.4980 -0.1866
H 2.7091 0.0531 1.9514
H 3.6339 2.3207 1.6557
H 2.5543 3.8850 0.0582
H 0.5341 3.1720 -1.1634
Se -4.1480 -1.3184 -0.5908
Te -5.5239 -3.2558 -0.7126
Te -3.2722 -5.4990 -0.6218
Se -1.3256 -4.1258 -0.6055
```

ΔE to the lowest compared entry with this formula, charge and spin	0.0	kcal/mol
HOMO-LUMO gap (alpha / beta)	6.71 / 5.91	eV
2S+1	6
E_LUMO (alpha / beta)	-1.489 / -3.490	eV
total charge	0

No. 3
C15H30F5N3O3PS | ωB97M-V with the def2-TZVPD basis set

```
58
C15H30F5N3O3PS, DFT ωB97M-V with the def2-TZVPD basis set
C -0.6388 2.1694 4.2723
C -0.1627 1.3247 3.0777
C -1.3176 0.8799 2.1595
N -1.1247 1.3694 0.7571
C -2.2682 1.0638 -0.2292
P -3.5127 -0.3123 0.0686
N -4.9511 0.2766 0.1522
O -1.6678 1.0338 -1.4813
C -0.3124 1.4750 -1.3690
C -0.1380 3.0072 -1.4567
C -1.3831 3.7374 -1.9622
S 0.4964 0.9088 -2.9107
O 1.9170 1.0037 -2.7783
O -0.0512 1.7188 -3.9525
C -0.0664 -0.8196 -3.3503
F -0.4732 -1.5260 -2.2814
F -1.1242 -0.6651 -4.1638
C 1.0097 -1.6328 -4.1448
F 1.1252 -1.1383 -5.3915
F 0.5374 -2.8992 -4.2070
F 2.1923 -1.6444 -3.5153
C 0.1052 0.9348 0.0179
C 0.4107 -0.5262 0.2469
C 1.7313 -1.0100 -0.3109
C 1.8128 -2.5476 -0.2482
C 1.6277 -3.1445 1.1408
C 2.7504 -2.7908 2.1266
N 3.4886 -4.0044 2.5006
H 0.0177 3.0173 4.4205
H -0.6011 1.5974 5.1869
H -1.6399 2.5573 4.1345
H 0.6046 1.8482 2.5194
H 0.3019 0.4300 3.4685
H -1.3536 -0.1965 2.1644
H -2.2549 1.2605 2.5424
H -1.1974 2.3789 0.8650
H -2.9068 1.9461 -0.1744
H -3.1760 -0.9621 1.2678
H -3.3469 -1.2245 -0.9897
H -5.5349 -0.0817 -0.5898
H 0.7501 3.2575 -2.0193
H 0.0631 3.3565 -0.4436
H -1.7999 3.1839 -2.7918
H -1.1172 4.7269 -2.2994
H -2.1430 3.7730 -1.1906
H 0.9407 1.5492 0.3358
H -0.4325 -1.1235 -0.0985
H 0.4538 -0.7031 1.3151
H 2.5648 -0.6206 0.2619
H 1.9020 -0.7423 -1.3415
H 2.7579 -2.8491 -0.6873
H 1.0245 -2.9357 -0.8868
H 1.5798 -4.2218 1.0388
H 0.6683 -2.8573 1.5581
H 3.4120 -2.0349 1.7045
H 2.2984 -2.4196 3.0394
H 3.9799 -4.3668 1.6949
H 4.1822 -3.7514 3.1907
```

HOMO-LUMO gap	8.71	eV
E_LUMO	-3.027	eV
SMILES	CCC[N@H+]1[C@@H](CCCCCN)[C@@](CC)(S(=O)(=O)C(F)(F)C(F)(F)F)O[C@H]1[PH2]=N
total charge	+1

No. 4
C2H4N2O2 | ωB97M-V with the def2-TZVPD basis set

```
10
C2H4N2O2, DFT ωB97M-V with the def2-TZVPD basis set
C 0.8575 0.2682 -0.0983
C -0.6578 -0.1932 0.0279
H 2.3721 -0.6130 0.3756
H 1.2096 -1.9558 -0.2529
H -2.5097 0.5763 0.1166
H -1.3708 1.8200 -0.3484
N 1.4799 -0.9093 -0.2727
N -1.5615 0.8543 -0.2248
O 1.1901 1.4577 0.3260
O -1.0095 -1.3052 0.3511
```

ΔE to the lowest compared entry with this formula, charge and spin	50.4	kcal/mol
HOMO-LUMO gap	10.30	eV
E_LUMO	0.411	eV
SMILES	NC(=O)C(N)=O
total charge	0

No. 5
C18H20N3O9STi | ωB97M-V with the def2-TZVPD basis set

```
52
C18H20N3O9STi, DFT ωB97M-V with the def2-TZVPD basis set
Ti 0.6064 2.2764 -0.1631
C 3.5403 0.2081 2.1679
C 2.9223 1.5806 1.9592
C 3.7938 2.6952 2.5149
O 2.7366 1.7748 0.5426
C 1.5308 1.6689 2.6340
O 1.3946 1.1306 3.7318
O 0.6521 2.3133 1.9758
H 4.5331 0.1718 1.7118
H 2.9173 -0.5546 1.6976
H 3.6180 -0.0119 3.2306
H 4.7934 2.6615 2.0713
H 3.8863 2.5699 3.5938
H 3.3399 3.6664 2.3100
H 3.3884 2.3966 0.1993
O 1.1967 4.5192 -0.2186
N 2.1681 4.3199 -0.9997
O 3.1172 5.0846 -1.0907
O 2.1112 3.2471 -1.6745
N -0.4631 -1.6724 1.2218
C -0.3055 -0.3221 1.2081
N 0.3361 0.0886 0.1477
C 0.6086 -1.0426 -0.5971
C 1.2183 -1.1656 -1.8403
C 1.3178 -2.4367 -2.3742
C 0.8264 -3.5610 -1.6947
C 0.2148 -3.4516 -0.4592
C 0.1136 -2.1721 0.0723
H -0.9406 -2.1852 1.9399
H -0.6448 0.3188 2.0080
H 1.5779 -0.2892 -2.3637
H 1.7832 -2.5696 -3.3425
H 0.9253 -4.5376 -2.1519
H -0.1756 -4.3176 0.0605
C -4.5616 -3.3222 -0.5903
C -3.9213 -1.9766 -0.8048
C -4.2421 -0.8862 -0.0039
C -3.6189 0.3419 -0.1843
C -2.6666 0.4897 -1.1812
C -2.3403 -0.5850 -1.9949
C -2.9664 -1.8063 -1.8058
S -1.9065 2.0816 -1.4451
O -2.8590 2.8230 -2.2276
O -0.6288 1.7914 -2.1118
O -1.6307 2.6023 -0.0991
H -5.3714 -3.2669 0.1372
H -3.8300 -4.0482 -0.2261
H -4.9702 -3.7172 -1.5221
H -4.9876 -0.9955 0.7767
H -3.8575 1.1895 0.4460
H -1.5832 -0.4669 -2.7608
H -2.6972 -2.6508 -2.4308
```

ΔE to the lowest compared entry with this formula, charge and spin	0.0	kcal/mol
HOMO-LUMO gap (alpha / beta)	5.22 / 8.70	eV
2S+1	3
E_LUMO (alpha / beta)	2.314 / 2.313	eV
total charge	-1

No. 6
C20H41HfN2P3S | ωB97M-V with the def2-TZVPD basis set

```
68
C20H41HfN2P3S, DFT ωB97M-V with the def2-TZVPD basis set
Hf -0.0905 -0.0970 0.8766
P -1.8134 1.9421 1.1141
P -2.0548 -1.4396 2.1289
P 1.6101 1.4627 -0.2371
H -0.9875 -2.6731 -0.3707
C -0.0368 -2.1159 -0.3787
C 0.9772 -2.2962 0.6293
H 0.8800 -3.0782 1.3920
C -2.9479 2.0472 -0.3232
C -3.0038 2.1329 2.5035
C -1.1176 3.6428 1.1807
C -1.7814 -3.2462 2.3070
C -2.4329 -1.0565 3.8898
C -3.7174 -1.4208 1.3574
C 3.0868 0.5021 -0.7551
C 2.4678 2.8095 0.6626
C 0.9836 2.3523 -1.7105
H 0.3082 -1.9184 -1.4004
H 2.0270 -2.1684 0.3287
H -3.6030 2.9274 -0.2511
H -3.5691 1.1438 -0.3711
H -2.3644 2.1116 -1.2499
H -3.5168 3.1024 2.4175
H -2.4768 2.1200 3.4651
H -3.7615 1.3429 2.5140
H -1.9268 4.3697 1.3414
H -0.5887 3.9053 0.2591
H -0.4137 3.7341 2.0176
H -2.7442 -3.7279 2.5202
H -1.0883 -3.4287 3.1372
H -1.3506 -3.6666 1.3961
H -3.3524 -1.5791 4.1956
H -2.5566 0.0209 4.0440
H -1.5962 -1.4023 4.5115
H -4.3436 -2.1973 1.8202
H -3.6155 -1.6382 0.2858
H -4.2036 -0.4432 1.4662
H 3.7391 1.0829 -1.4190
H 2.8053 -0.4206 -1.2753
H 3.6602 0.2138 0.1358
H 3.1944 3.3392 0.0247
H 3.0130 2.3895 1.5172
H 1.7509 3.5415 1.0505
H 1.7937 2.7330 -2.3468
H 0.3325 3.1895 -1.4281
H 0.3765 1.6684 -2.3172
C 1.4937 -1.2326 -4.9916
C 1.0150 -0.6214 -6.1803
C 1.1647 -1.2588 -7.4181
C 1.8640 -2.4679 -7.5211
C 2.4470 -3.0164 -6.3694
C 2.2966 -2.3904 -5.1308
S 1.3555 -0.4252 -3.4416
H 0.2079 -0.6792 -2.6651
H 0.5684 0.3679 -6.1182
H 0.7378 -0.8037 -8.3191
H 1.9546 -2.9764 -8.4860
H 3.0234 -3.9369 -6.4449
H 2.8316 -2.7528 -4.2533
N 1.7184 -0.7025 3.3789
C 2.0936 -0.3004 4.5997
C 1.4399 0.9140 4.8320
C 0.6826 1.1859 3.7141
N 0.8432 0.1638 2.8003
H 1.9958 -1.5700 2.9219
H 2.7819 -0.8620 5.2107
H 1.5147 1.5236 5.7193
H 0.0189 2.0283 3.5063
```

ΔE to the lowest compared entry with this formula, charge and spin	8.0	kcal/mol
HOMO-LUMO gap (alpha / beta)	2.13 / 2.37	eV
E_LUMO (alpha / beta)	-15.921 / -15.841	eV
total charge	+4